# 1
31
Properties=species:S:1:pos:R:3:forces:R:3 method="wB97M-V/def2-TZVPD" e_lumo_ev=0.6150 homo_lumo_gap_ev=10.25 homo_ev=-9.63 energy_ha=-834.1999 largest_force_ha_per_bohr=0.042 smiles="NC(N)(N)C[C@H]1OC(=O)O[C@H]1c1ccccn1" relative_energy_kcal_mol=5.7
O 2.071 1.958 1.203 -0.079 -0.935 0.213
O 2.302 0.562 3.024 -0.698 1.325 -0.417
O 0.359 1.717 2.517 0.017 -0.847 0.437
N -1.836 -2.148 0.759 -0.479 0.093 0.305
N -1.782 -0.306 -0.713 0.162 0.005 0.328
N -2.994 -0.223 1.400 0.198 0.149 -0.273
N 2.163 -0.174 -0.409 -0.151 -0.204 -0.113
C 2.414 -1.058 -1.359 0.960 -1.139 0.493
C 1.333 0.784 -0.762 -0.368 1.820 1.088
C 0.971 1.807 0.309 -0.862 -0.420 -0.158
C 1.084 0.017 -2.964 -0.231 -0.239 -0.927
C 1.915 -1.022 -2.633 0.072 -0.321 -0.377
C -0.508 -0.178 1.384 -0.753 0.334 -0.517
C 0.771 0.938 -2.000 -0.228 0.253 -0.896
C -0.229 1.331 1.222 1.012 -0.482 1.652
C 1.660 1.319 2.359 0.465 0.292 0.026
C -1.806 -0.674 0.717 0.651 -1.022 -0.462
H -3.781 -0.499 0.819 -0.141 -0.018 0.213
H 3.073 -1.882 -1.101 0.040 0.104 0.181
H 0.697 0.082 -3.973 -0.122 0.143 0.017
H -1.858 -2.478 1.718 -0.013 0.017 -0.005
H 2.193 -1.801 -3.327 -0.029 0.042 -0.120
H -0.594 -0.362 2.454 -0.093 0.018 -0.007
H -1.158 1.892 1.178 0.173 0.191 -0.557
H 0.651 2.771 -0.087 0.498 0.031 -0.288
H -0.959 -0.771 -1.093 0.042 0.280 -0.204
H -2.552 -0.799 -1.160 -0.122 0.111 0.075
H 0.299 -0.818 1.029 0.151 0.283 -0.072
H 0.110 1.753 -2.254 -0.041 0.142 0.285
H -1.011 -2.529 0.313 0.036 -0.009 0.032
H -3.000 0.790 1.432 -0.068 0.004 0.049


# 2
51
Properties=species:S:1:pos:R:3:forces:R:3 method="wB97M-V/def2-TZVPD" e_lumo_ev=0.2847 homo_lumo_gap_ev=8.13 homo_ev=-7.84 energy_ha=-1656.3716 largest_force_ha_per_bohr=0.029 smiles="Cc1cccc(S(=O)(=O)N2CN(C[C@@H]3CCCO3)c3nc4ccccc4nc32)c1" relative_energy_kcal_mol=61.4
S 1.793 1.238 1.757 0.023 -0.262 -0.050
O 3.090 0.692 2.028 -0.005 -0.066 -0.284
O 0.022 -4.064 2.008 0.250 -0.025 -0.017
O 1.117 1.944 2.794 -0.275 0.108 -0.360
N -0.869 1.006 0.088 0.328 -0.692 0.581
N -1.056 -1.494 -1.320 0.665 -0.223 0.536
N 0.734 -2.094 0.141 -0.195 0.294 0.165
N 0.845 -0.118 1.310 0.450 0.799 0.269
C 1.797 2.169 0.241 0.090 -0.213 0.603
C -0.240 4.895 -1.387 -0.023 -0.020 -0.045
C 0.030 -4.428 0.634 0.189 -0.142 -0.499
C 0.778 3.825 -1.153 0.154 -0.082 0.120
C 0.860 3.166 0.068 0.082 0.296 -0.046
C 1.424 -1.446 1.238 1.052 -0.657 0.763
C -0.221 -1.276 -0.348 -0.442 0.139 -0.738
C -0.136 -0.020 0.358 -1.194 0.627 -0.608
C -1.432 -4.414 0.151 0.054 0.056 0.182
C -3.630 0.486 -2.979 -0.018 -0.114 -0.069
C 1.653 3.448 -2.169 -0.037 -0.034 0.123
C -1.866 -0.427 -1.621 -0.161 0.441 0.047
C -2.808 -0.564 -2.648 -0.047 0.128 0.030
C -2.234 -4.343 1.451 0.221 0.027 0.092
C -3.541 1.699 -2.295 -0.032 0.176 0.052
C 2.666 1.792 -0.762 0.161 -0.094 -0.059
C 2.593 2.449 -1.979 0.013 -0.098 0.021
C -2.627 1.858 -1.281 -0.055 -0.105 -0.109
C -1.776 0.806 -0.928 -0.200 -0.218 -0.434
C -1.266 -3.590 2.359 -0.372 0.039 0.116
C 0.939 -3.478 -0.181 -0.158 -0.433 0.275
H -1.338 -2.506 2.186 0.002 -0.036 0.037
H -1.409 -3.790 3.422 -0.024 0.073 -0.056
H -2.413 -5.343 1.847 -0.047 0.015 0.044
H 2.506 -1.376 1.056 -0.192 -0.105 0.012
H -1.667 -5.299 -0.437 0.007 -0.001 -0.070
H 1.594 3.948 -3.125 -0.003 0.063 -0.101
H -1.612 -3.530 -0.461 -0.050 -0.119 -0.016
H -0.716 5.186 -0.456 -0.078 0.080 0.046
H 0.221 5.772 -1.839 -0.026 0.091 -0.004
H -2.545 2.781 -0.729 0.006 0.135 0.070
H 0.207 3.405 0.891 -0.140 0.104 0.019
H 0.730 -3.616 -1.245 0.118 -0.038 0.010
H -2.864 -1.510 -3.164 0.012 -0.101 -0.052
H 3.386 1.011 -0.575 0.127 -0.089 -0.056
H -4.353 0.373 -3.773 -0.050 -0.019 -0.063
H -1.007 4.532 -2.071 -0.104 0.036 -0.032
H 0.461 -5.437 0.572 -0.054 0.121 -0.041
H 3.263 2.178 -2.781 0.066 -0.021 -0.049
H 1.265 -1.986 2.183 0.055 0.082 -0.254
H -4.198 2.513 -2.563 -0.044 0.069 -0.006
H 1.986 -3.713 0.022 -0.021 0.012 -0.103
H -3.183 -3.827 1.337 -0.078 -0.006 0.006


# 3
66
Properties=species:S:1:pos:R:3:forces:R:3 method="wB97M-V/def2-TZVPD" e_lumo_ev=0.0458 homo_lumo_gap_ev=9.03 homo_ev=-8.99 energy_ha=-1272.8467 largest_force_ha_per_bohr=0.064 smiles=CO.CO.CO.CO.CO.CO.CO.CO.CO.CO.CO relative_energy_kcal_mol=103.3
O 21.158 -16.889 2.578 -0.482 -0.767 0.802
O 20.117 -12.710 1.718 -0.090 0.438 -0.775
O 22.412 -11.422 1.789 0.753 -0.240 0.057
O 22.366 -18.535 -1.253 0.385 -0.440 0.430
O 22.698 -15.993 0.733 -0.268 -0.321 -1.575
O 24.752 -12.814 2.530 0.239 -0.725 2.571
O 21.687 -15.062 -1.630 0.888 -0.669 1.252
O 23.327 -14.843 6.059 0.314 0.617 -0.784
O 18.844 -17.427 -1.323 0.204 -2.522 -0.733
O 22.652 -16.553 -3.939 -0.135 0.355 0.221
O 25.524 -12.542 -0.320 -0.047 0.382 -0.054
C 22.589 -11.652 0.414 1.151 -0.291 -0.813
C 26.441 -11.453 -0.083 -0.020 0.206 -1.504
C 26.080 -13.119 2.837 0.910 0.882 1.622
C 19.401 -17.503 -0.056 1.776 -0.793 0.772
C 23.961 -15.439 0.991 -0.907 1.158 -0.299
C 22.150 -16.841 3.680 -1.434 1.100 -2.753
C 24.460 -15.201 5.222 -1.387 0.628 -1.600
C 20.083 -14.068 2.078 0.088 0.038 -1.557
C 22.750 -19.031 0.042 -1.987 1.000 0.884
C 23.960 -16.775 -3.455 2.061 -1.662 -0.868
C 20.754 -14.041 -1.618 -1.412 0.035 -2.392
H 18.565 -16.562 -1.377 -1.212 2.883 -0.728
H 21.520 -16.487 1.738 0.115 -0.640 1.755
H 21.779 -11.199 -0.094 -1.165 -0.031 -0.884
H 23.830 -15.019 1.947 0.274 1.249 1.138
H 19.209 -14.568 1.638 0.409 0.033 -0.139
H 23.051 -13.888 5.931 0.866 -1.782 -0.119
H 21.051 -13.317 -2.389 -0.270 0.328 0.293
H 20.268 -16.771 -0.018 -0.780 -1.074 0.462
H 26.746 -12.300 2.624 0.316 0.582 -0.453
H 22.790 -16.613 -4.896 -0.689 0.099 0.379
H 19.712 -18.565 0.117 0.226 1.072 -0.237
H 26.697 -10.966 -1.037 -0.227 -0.022 0.143
H 18.681 -17.315 0.723 -0.271 0.473 0.434
H 22.933 -17.544 3.425 0.193 -0.508 0.687
H 26.534 -13.985 2.433 -0.081 -1.254 -1.174
H 24.353 -14.937 4.124 -0.339 -0.115 1.255
H 21.050 -12.457 1.675 -0.737 0.212 0.560
H 22.781 -10.577 2.032 0.080 0.297 0.191
H 24.242 -17.873 -3.588 -0.534 1.143 0.869
H 22.526 -15.856 3.483 0.776 0.611 0.931
H 23.785 -18.927 0.216 1.509 -0.213 -0.017
H 19.732 -14.401 -1.898 0.620 0.160 0.236
H 24.925 -12.351 -1.069 0.675 0.055 0.641
H 22.403 -20.044 0.288 0.163 0.147 -0.946
H 22.601 -17.593 -1.250 -0.263 -0.482 0.018
H 25.334 -14.716 5.523 1.429 1.040 0.829
H 23.479 -11.213 -0.069 0.014 0.153 0.787
H 24.290 -16.387 -2.464 -1.190 -0.289 -0.497
H 19.998 -14.132 3.101 -0.318 -0.434 2.558
H 26.263 -13.262 3.903 -0.787 0.093 0.219
H 22.266 -18.408 0.822 0.171 -0.308 -0.327
H 24.720 -16.254 5.219 -0.768 -0.343 0.548
H 24.632 -16.312 -4.168 0.493 0.494 -0.010
H 24.758 -12.634 1.627 -0.330 0.435 -2.648
H 24.673 -16.203 1.180 1.177 -0.725 -0.783
H 22.692 -12.739 0.205 -0.466 0.606 0.319
H 21.026 -14.540 1.822 -0.146 -0.362 -0.328
H 27.391 -11.874 0.231 -0.177 -0.064 0.568
H 22.462 -15.770 -0.181 -0.418 0.044 0.002
H 24.162 -14.627 0.241 0.540 -1.017 0.754
H 21.756 -15.388 -2.512 0.235 -0.768 -1.217
H 21.679 -16.877 4.679 0.250 -0.381 -0.759
H 20.690 -13.597 -0.679 0.005 0.771 1.670
H 26.058 -10.657 0.575 0.034 -0.579 0.115


# 4
11
Properties=species:S:1:pos:R:3:forces:R:3 method="wB97M-V/def2-TZVPD" e_lumo_ev=0.6821 homo_lumo_gap_ev=9.72 homo_ev=-9.03 energy_ha=-281.4630 largest_force_ha_per_bohr=0.050 relative_energy_kcal_mol=79.7
N 0.295 -0.680 2.326 -0.248 0.456 -1.634
N -1.041 -0.571 1.818 1.136 -0.088 0.491
N 0.168 0.012 -0.088 0.014 -0.339 1.129
C 0.057 0.432 -1.535 0.298 -0.066 0.288
C -0.963 -0.201 0.552 -0.203 -0.157 0.469
C 1.204 -0.428 1.535 -1.490 0.536 -2.013
H -0.321 1.462 -1.661 0.214 -0.317 0.445
H 1.023 0.388 -2.042 -0.009 -0.068 0.333
H 2.268 -0.355 1.360 -0.326 -0.062 0.217
H -0.627 -0.212 -2.118 0.292 0.007 0.590
H -1.957 -0.104 0.115 0.320 0.098 -0.315


What did the first record say?
31
Properties=species:S:1:pos:R:3:forces:R:3 method="wB97M-V/def2-TZVPD" e_lumo_ev=0.6150 homo_lumo_gap_ev=10.25 homo_ev=-9.63 energy_ha=-834.1999 largest_force_ha_per_bohr=0.042 smiles="NC(N)(N)C[C@H]1OC(=O)O[C@H]1c1ccccn1" relative_energy_kcal_mol=5.7
O 2.071 1.958 1.203 -0.079 -0.935 0.213
O 2.302 0.562 3.024 -0.698 1.325 -0.417
O 0.359 1.717 2.517 0.017 -0.847 0.437
N -1.836 -2.148 0.759 -0.479 0.093 0.305
N -1.782 -0.306 -0.713 0.162 0.005 0.328
N -2.994 -0.223 1.400 0.198 0.149 -0.273
N 2.163 -0.174 -0.409 -0.151 -0.204 -0.113
C 2.414 -1.058 -1.359 0.960 -1.139 0.493
C 1.333 0.784 -0.762 -0.368 1.820 1.088
C 0.971 1.807 0.309 -0.862 -0.420 -0.158
C 1.084 0.017 -2.964 -0.231 -0.239 -0.927
C 1.915 -1.022 -2.633 0.072 -0.321 -0.377
C -0.508 -0.178 1.384 -0.753 0.334 -0.517
C 0.771 0.938 -2.000 -0.228 0.253 -0.896
C -0.229 1.331 1.222 1.012 -0.482 1.652
C 1.660 1.319 2.359 0.465 0.292 0.026
C -1.806 -0.674 0.717 0.651 -1.022 -0.462
H -3.781 -0.499 0.819 -0.141 -0.018 0.213
H 3.073 -1.882 -1.101 0.040 0.104 0.181
H 0.697 0.082 -3.973 -0.122 0.143 0.017
H -1.858 -2.478 1.718 -0.013 0.017 -0.005
H 2.193 -1.801 -3.327 -0.029 0.042 -0.120
H -0.594 -0.362 2.454 -0.093 0.018 -0.007
H -1.158 1.892 1.178 0.173 0.191 -0.557
H 0.651 2.771 -0.087 0.498 0.031 -0.288
H -0.959 -0.771 -1.093 0.042 0.280 -0.204
H -2.552 -0.799 -1.160 -0.122 0.111 0.075
H 0.299 -0.818 1.029 0.151 0.283 -0.072
H 0.110 1.753 -2.254 -0.041 0.142 0.285
H -1.011 -2.529 0.313 0.036 -0.009 0.032
H -3.000 0.790 1.432 -0.068 0.004 0.049